Here is a structure of composition C5H7N2 from the OMol25 dataset. Energies are from the ωB97M-V functional and the def2-TZVPD basis.

The total energy is -303.6881 Ha. The calculation puts the maximum force at 7.68 eV/Å. For the gap between HOMO and LUMO (spin up / spin down), the calculation gives 7.2 / 5.8 eV. As for the LUMO energy (spin up / spin down): -4.70 / -8.90 eV. As for the charge: +1. As for the expectation value of S²: 2.012. The spin multiplicity is 3. The energy above the lowest of the compared OMol25 structures with the same formula, charge and spin is 107.6 kcal/mol. The calculation puts the highest occupied orbital energy (spin up / spin down) at -11.90 / -14.74 eV.

XYZ file:
```
14
Properties=species:S:1:pos:R:3:forces:R:3
H -1.5747 0.1767 -0.5040 -0.2 0.0 -0.1
H -0.7519 -2.2201 -0.9614 1.0 0.9 0.3
H -0.4736 0.8558 -3.0477 0.5 -0.5 -0.3
N 0.4253 0.7083 2.4175 1.5 -2.4 0.9
C -0.0918 0.7013 -2.0459 -2.7 -1.7 0.8
C -0.5523 -0.0486 -0.7967 0.8 -1.3 1.0
H -0.2319 1.2195 2.8964 -1.3 1.4 2.2
N 0.6229 1.5371 -1.4415 3.5 3.8 2.7
H -0.2727 -1.7976 0.5785 -0.4 0.6 1.5
C -0.1257 -1.4429 -0.4080 0.6 -2.6 -3.0
C 0.4390 0.9613 -0.0886 -3.0 -1.7 -6.9
H 0.9832 -1.6947 -0.6101 -1.7 0.7 -0.1
H 1.0921 0.0455 2.8300 -0.8 0.3 0.1
C 0.5120 0.9984 1.1816 2.3 2.6 0.7
```
Positions in Å, forces in eV/Å.

Löwdin analysis output, partial charges in e: atom 1 (H): 0.15, atom 2 (H): 0.11, atom 3 (H): 0.15, atom 4 (N): 0.20, atom 5 (C): 0.02, atom 6 (C): -0.23, atom 7 (H): 0.12, atom 8 (N): 0.18, atom 9 (H): 0.06, atom 10 (C): -0.07, atom 11 (C): -0.06, atom 12 (H): 0.13, atom 13 (H): 0.18, atom 14 (C): 0.06

=====

Here is the ion C5H7N2O2 with charge +1 from the OMol25 dataset. Energies are from the ωB97M-V functional and the def2-TZVPD basis.

The total energy is -454.3459 Ha. The calculation puts the maximum force at 5.07 eV/Å. For the gap between HOMO and LUMO, the calculation gives 9.5 eV. As for the LUMO energy: -4.77 eV. As for the charge: +1. The spin multiplicity is 1. The energy above the lowest of the compared OMol25 structures with the same formula, charge and spin is 97.2 kcal/mol. The calculation puts the highest occupied orbital energy at -14.24 eV.

XYZ file:
```
16
Properties=species:S:1:pos:R:3:forces:R:3
H -0.7012 1.2282 0.2734 -1.1 1.4 1.4
C 0.3231 -0.5804 0.8817 -0.9 1.9 4.0
H -1.6353 -0.8348 -0.8569 1.3 1.7 -1.5
H 1.0127 -1.2721 0.4938 0.5 -1.2 -0.6
C 0.9291 2.7818 -2.5275 -0.3 -1.5 1.5
H 0.8446 -0.1324 1.8608 -1.0 -0.7 -2.2
O 1.2741 3.6272 -3.1608 1.4 3.4 -2.7
H 1.5915 1.7916 -0.1409 -0.4 -0.2 -0.7
N 1.0816 1.1599 -0.7863 0.5 0.4 0.3
H -0.0083 -0.7770 -1.8128 -1.5 1.1 0.2
N 0.4467 1.8936 -1.8669 -0.1 -1.9 2.4
H -0.6412 -1.0084 1.3592 1.6 0.3 -1.2
C -0.8187 -0.1085 -1.3230 0.4 -4.4 2.5
O -1.8659 1.5975 -2.8582 -0.1 -1.6 0.8
C -1.2862 0.8937 -2.1726 -0.5 2.3 -1.9
C -0.0369 0.5157 -0.0835 0.2 -1.1 -2.4
```
Positions in Å, forces in eV/Å.

Löwdin analysis output, partial charges in e: atom 1 (H): 0.12, atom 2 (C): -0.04, atom 3 (H): 0.21, atom 4 (H): 0.07, atom 5 (C): -0.24, atom 6 (H): 0.14, atom 7 (O): 0.33, atom 8 (H): 0.16, atom 9 (N): 0.05, atom 10 (H): 0.20, atom 11 (N): 0.05, atom 12 (H): 0.13, atom 13 (C): -0.06, atom 14 (O): 0.33, atom 15 (C): -0.09, atom 16 (C): -0.37

=====

Here is a structure of composition C5H7N2O2S from the OMol25 dataset. Energies are from the ωB97M-V functional and the def2-TZVPD basis.

The total energy is -852.4851 Ha. The calculation puts the maximum force at 5.75 eV/Å. For the gap between HOMO and LUMO (spin up / spin down), the calculation gives 6.5 / 6.9 eV. As for the LUMO energy (spin up / spin down): -4.01 / -6.73 eV. As for the charge: +1. As for the expectation value of S²: 2.014. The spin multiplicity is 3. The energy above the lowest of the compared OMol25 structures with the same formula, charge and spin is 0.0 kcal/mol. The calculation puts the highest occupied orbital energy (spin up / spin down) at -10.51 / -13.59 eV.

XYZ file:
```
17
Properties=species:S:1:pos:R:3:forces:R:3
O -2.2235 1.8492 0.0753 -1.7 2.8 -0.4
H 0.0538 2.0403 -0.6170 1.4 -2.7 0.6
C -1.7696 0.7863 0.1664 2.2 -3.5 0.6
S -2.6472 -1.0362 0.4793 -1.6 0.8 -2.1
H 3.6504 0.2710 0.4331 0.7 0.4 -0.7
H 1.4615 -1.2904 1.3346 -1.6 -0.4 0.1
C 1.8398 0.8612 -0.4139 -1.2 1.7 -0.4
C 2.6062 0.0600 0.3983 1.6 -1.5 2.2
O -0.4606 -1.0290 0.2990 2.9 -0.6 0.0
C -3.2978 -1.1108 -1.0171 2.1 5.2 1.1
N 2.3297 -0.8237 1.3761 -0.7 0.7 -1.6
H 2.4121 1.5844 -1.0579 -0.9 -0.8 0.8
C -0.4451 0.2097 0.0800 -5.4 -1.2 1.5
H -3.2461 -0.2218 -1.7845 0.1 -1.7 1.8
N 0.4880 1.0658 -0.2991 3.1 4.0 -2.4
H -3.7549 -1.9074 -1.3900 -1.9 -3.6 -1.1
H 3.0033 -1.3086 1.9375 0.8 0.3 -0.1
```
Positions in Å, forces in eV/Å.

Löwdin analysis output, partial charges in e: atom 1 (O): 0.13, atom 2 (H): 0.24, atom 3 (C): -0.49, atom 4 (S): 1.13, atom 5 (H): 0.13, atom 6 (H): 0.08, atom 7 (C): 0.02, atom 8 (C): -0.07, atom 9 (O): -0.12, atom 10 (C): -0.26, atom 11 (N): 0.22, atom 12 (H): 0.17, atom 13 (C): -0.52, atom 14 (H): 0.11, atom 15 (N): 0.13, atom 16 (H): -0.03, atom 17 (H): 0.14

=====

Here is a cluster of 2 separate species, C5H7N2O4 in total from the OMol25 dataset. Energies are from the ωB97M-V functional and the def2-TZVPD basis.

The total energy is -605.2777 Ha. The calculation puts the maximum force at 5.60 eV/Å. For the gap between HOMO and LUMO, the calculation gives 7.2 eV. As for the LUMO energy: 3.24 eV. As for the charge: -1. The spin multiplicity is 1. The energy above the lowest of the compared OMol25 structures with the same formula, charge and spin is 0.0 kcal/mol. The calculation puts the highest occupied orbital energy at -3.93 eV.

XYZ file:
```
18
Properties=species:S:1:pos:R:3:forces:R:3
C 2.2506 -0.3127 0.2258 3.6 -0.7 -0.6
C -2.4567 1.0537 -0.0574 1.8 1.8 0.6
H 0.0966 -0.9649 0.2341 0.0 0.4 0.5
H -0.3055 1.6726 0.0577 -0.9 -1.1 0.6
O 1.5799 -1.3299 0.3896 -0.9 -2.1 0.2
H -2.6924 2.8722 0.2143 2.4 3.2 2.2
N -0.8548 -0.4897 0.2846 -1.2 1.7 -0.4
H 4.2124 -1.3232 0.4983 0.1 1.0 -0.5
N -3.0491 -0.1814 -0.0263 2.2 0.8 0.7
C 3.7732 -0.5392 -0.1665 -1.5 -1.6 0.0
C -1.1170 0.9134 0.2010 -0.2 0.4 -1.2
H 4.3006 0.3710 -0.3899 0.4 0.4 0.7
O -2.1827 -2.3194 -0.0205 -0.7 -2.4 -0.3
C -2.0168 -1.1349 0.0555 0.3 0.8 0.5
O -3.1715 2.2644 -0.2288 -2.1 -4.7 -2.1
H -3.9126 -0.3871 -0.3825 -2.3 -0.7 -0.9
H 3.6308 -1.0032 -1.1391 0.3 -0.4 -0.3
O 1.9149 0.8384 0.2502 -1.5 3.4 0.2
```
Positions in Å, forces in eV/Å.

Löwdin analysis output, partial charges in e: atom 1 (C): -0.80, atom 2 (C): -0.34, atom 3 (H): 0.08, atom 4 (H): 0.11, atom 5 (O): -0.05, atom 6 (H): 0.02, atom 7 (N): 0.13, atom 8 (H): 0.07, atom 9 (N): 0.17, atom 10 (C): -0.04, atom 11 (C): -0.03, atom 12 (H): 0.04, atom 13 (O): 0.02, atom 14 (C): -0.58, atom 15 (O): 0.05, atom 16 (H): 0.11, atom 17 (H): 0.05, atom 18 (O): -0.02

=====

Here is a cluster of 2 separate species, C5H7N2OPS in total from the OMol25 dataset. Energies are from the ωB97M-V functional and the def2-TZVPD basis.

The total energy is -1118.9033 Ha. The calculation puts the maximum force at 4.11 eV/Å. For the gap between HOMO and LUMO (spin up / spin down), the calculation gives 9.1 / 5.6 eV. As for the LUMO energy (spin up / spin down): 0.17 / -2.47 eV. As for the charge: 0. The spin multiplicity is 1. The energy above the lowest of the compared OMol25 structures with the same formula, charge and spin is 94.4 kcal/mol. The calculation puts the highest occupied orbital energy (spin up / spin down) at -8.90 / -8.08 eV.

XYZ file:
```
17
Properties=species:S:1:pos:R:3:forces:R:3
C -1.6153 -0.0132 1.1129 -1.7 -0.7 0.0
C -0.3901 -0.6221 1.0849 2.3 0.8 -0.6
C 0.6695 0.0335 1.6666 -0.4 -1.0 1.2
P 1.6407 -0.0718 -1.6011 2.4 0.9 -1.4
H 1.5044 -2.0458 -2.2785 -0.2 0.0 1.0
O 1.3730 -1.6320 -1.3896 -0.3 -1.4 -0.9
H -0.4977 -0.0811 -2.1120 -1.7 0.0 0.5
S 3.0465 -0.0190 -3.1678 -0.2 0.2 1.1
C 0.3019 1.1689 2.3758 1.6 -0.4 0.5
H 0.2699 1.3995 -2.5120 -0.8 0.3 -0.1
H -2.9501 1.3616 1.9212 -0.8 0.9 0.9
C -1.9643 0.9981 1.9712 4.0 -0.4 -0.8
H 1.5532 -0.5512 1.8463 0.8 0.6 -0.4
H -2.3332 -0.4609 0.4840 -1.2 -0.3 -0.5
H -0.0460 -1.4337 0.4610 -1.0 -0.6 0.0
N -0.8448 1.5728 2.6025 -3.7 1.1 -0.1
N 0.2824 0.3965 -2.4655 0.9 0.1 -0.3
```
Positions in Å, forces in eV/Å.

Löwdin analysis output, partial charges in e: atom 1 (C): -0.11, atom 2 (C): -0.12, atom 3 (C): -0.12, atom 4 (P): 0.35, atom 5 (H): 0.06, atom 6 (O): -0.38, atom 7 (H): 0.01, atom 8 (S): 0.21, atom 9 (C): -0.08, atom 10 (H): 0.03, atom 11 (H): 0.09, atom 12 (C): -0.06, atom 13 (H): 0.10, atom 14 (H): 0.09, atom 15 (H): 0.08, atom 16 (N): 0.07, atom 17 (N): -0.21

=====

Here is a structure of composition C5H7N3 from the OMol25 dataset. Energies are from the ωB97M-V functional and the def2-TZVPD basis.

The total energy is -358.7646 Ha. The calculation puts the maximum force at 1.55 eV/Å. For the gap between HOMO and LUMO (spin up / spin down), the calculation gives 7.3 / 7.3 eV. As for the LUMO energy (spin up / spin down): -0.89 / -0.88 eV. As for the charge: 0. The spin multiplicity is 1. The energy above the lowest of the compared OMol25 structures with the same formula, charge and spin is 159.2 kcal/mol. The calculation puts the highest occupied orbital energy (spin up / spin down) at -8.22 / -8.22 eV.

XYZ file:
```
15
Properties=species:S:1:pos:R:3:forces:R:3
H -1.6206 -0.2609 1.2989 0.0 0.0 -0.1
H 0.7764 -1.0487 1.7618 -0.2 -0.1 0.0
H 1.3431 -2.3813 0.6336 0.0 0.1 -0.1
H -1.2866 0.6855 -1.6747 0.0 -0.1 0.0
N -0.4015 -1.3370 -0.1107 0.3 -0.4 -0.6
H -2.1320 1.6183 -0.3675 0.0 0.0 0.0
C -0.0613 1.0982 0.1158 -1.1 0.3 0.8
C 0.8126 -1.4429 0.7488 -0.1 0.7 0.3
H 1.0551 -0.6507 -2.3174 -0.2 0.2 0.1
N 1.5430 -0.3511 -1.4750 -0.3 0.0 0.6
C -1.3367 0.9250 -0.6177 0.1 0.1 -0.1
C -1.1444 -0.2463 0.3221 1.3 0.7 0.2
N 0.4316 2.0998 0.7192 0.2 -0.1 -0.4
C 0.8514 -0.5296 -0.4069 0.1 -1.4 -0.6
H 1.1700 1.8216 1.3696 -0.1 0.0 0.0
```
Positions in Å, forces in eV/Å.

Löwdin analysis output, partial charges in e: atom 1 (H): 0.14, atom 2 (H): 0.11, atom 3 (H): 0.11, atom 4 (H): 0.12, atom 5 (N): 0.00, atom 6 (H): 0.12, atom 7 (C): -0.34, atom 8 (C): -0.02, atom 9 (H): 0.06, atom 10 (N): 0.16, atom 11 (C): -0.06, atom 12 (C): -0.14, atom 13 (N): 0.15, atom 14 (C): -0.46, atom 15 (H): 0.06

=====

Here is the molecule C5H7N3 from the OMol25 dataset. Energies are from the ωB97M-V functional and the def2-TZVPD basis.

The total energy is -358.9264 Ha. The calculation puts the maximum force at 7.33 eV/Å. Its SMILES is c1nnc2n1CCC2. For the gap between HOMO and LUMO, the calculation gives 10.4 eV. As for the LUMO energy: 0.77 eV. As for the charge: 0. The spin multiplicity is 1. The energy above the lowest of the compared OMol25 structures with the same formula, charge and spin is 57.7 kcal/mol. The calculation puts the highest occupied orbital energy at -9.61 eV.

XYZ file:
```
15
Properties=species:S:1:pos:R:3:forces:R:3
N 2.1942 1.4770 -2.2030 1.7 2.2 -1.3
H 0.6216 2.9551 -1.9548 0.7 -1.7 -0.2
H 1.7684 -1.6044 0.3783 -1.0 -0.5 0.3
H -0.8770 -1.0944 1.4161 1.2 1.3 -1.2
C -0.6605 0.5556 -0.2157 -2.1 1.3 0.9
H 0.5695 0.1075 1.4574 -0.8 -0.2 0.2
C -0.1097 -0.4731 0.8050 -0.4 -0.3 0.2
N 0.4821 0.9788 -0.9851 1.7 -0.9 -0.1
H 0.3407 -2.0320 -0.6268 -0.3 -0.7 -0.9
C 1.4554 -0.0023 -0.9947 -5.2 -3.3 3.9
C 1.0475 1.9099 -1.8296 -2.1 1.6 1.1
N 2.4865 0.2977 -1.6197 1.9 -0.6 -1.7
H -1.1505 1.3319 0.4119 0.5 0.1 -0.8
H -1.4126 0.2463 -0.9575 0.0 -0.6 0.6
C 0.8071 -1.2718 -0.0609 4.2 2.4 -1.0
```
Positions in Å, forces in eV/Å.

Löwdin analysis output, partial charges in e: atom 1 (N): -0.01, atom 2 (H): 0.14, atom 3 (H): 0.11, atom 4 (H): 0.15, atom 5 (C): -0.15, atom 6 (H): 0.12, atom 7 (C): -0.19, atom 8 (N): -0.03, atom 9 (H): 0.08, atom 10 (C): -0.29, atom 11 (C): -0.16, atom 12 (N): 0.06, atom 13 (H): 0.12, atom 14 (H): 0.13, atom 15 (C): -0.08

=====

Here is the molecule C5H7N3 from the OMol25 dataset. Energies are from the ωB97M-V functional and the def2-TZVPD basis.

The total energy is -358.8055 Ha. The calculation puts the maximum force at 4.14 eV/Å. Its SMILES is C=C=C/N=C\C=N\N. For the gap between HOMO and LUMO, the calculation gives 8.7 eV. As for the LUMO energy: 0.59 eV. As for the charge: 0. The spin multiplicity is 1. The energy above the lowest of the compared OMol25 structures with the same formula, charge and spin is 133.6 kcal/mol. The calculation puts the highest occupied orbital energy at -8.14 eV.

XYZ file:
```
15
Properties=species:S:1:pos:R:3:forces:R:3
H -1.3497 -2.8013 -0.5450 0.4 0.3 0.8
H -1.6687 0.3245 -1.7539 -0.4 0.4 -0.6
N -0.6356 0.7240 -0.2334 1.0 0.4 1.3
C -0.5244 -2.1186 -0.7486 0.7 0.0 1.2
H -0.2694 2.6950 0.2656 0.8 -1.3 0.5
N -1.5561 1.0789 -1.0973 -0.4 2.5 -1.1
C 0.9518 1.0842 1.5447 -0.8 -0.6 -4.0
C 1.4503 -1.0992 0.6666 -0.3 -1.8 -0.9
H 2.3055 -1.8160 0.8968 -1.3 0.6 -1.1
C 0.0163 1.5877 0.4303 -0.3 1.4 1.8
N 1.5862 -0.0045 1.4211 0.4 0.7 2.3
H -0.4421 -1.9065 -1.7625 0.1 0.3 -2.1
H -1.5184 2.1242 -1.4368 -0.2 -2.7 0.4
C 0.3686 -1.4683 -0.0301 0.3 -2.0 0.1
H 1.2858 1.5956 2.3824 0.0 1.9 1.3
```
Positions in Å, forces in eV/Å.

Löwdin analysis output, partial charges in e: atom 1 (H): 0.06, atom 2 (H): 0.08, atom 3 (N): -0.12, atom 4 (C): -0.03, atom 5 (H): 0.12, atom 6 (N): 0.02, atom 7 (C): -0.11, atom 8 (C): -0.19, atom 9 (H): 0.13, atom 10 (C): -0.12, atom 11 (N): 0.00, atom 12 (H): 0.02, atom 13 (H): 0.14, atom 14 (C): -0.07, atom 15 (H): 0.07